{
  "formula": "C2H8IN4O2",
  "method": "ωB97M-V with the def2-TZVPD basis set",
  "charge": -1,
  "gap_ev": 7.4,
  "spin_multiplicity": 1,
  "elements": ["I", "C", "O", "N", "N", "H", "H", "H", "H", "C", "O", "N", "N", "H", "H", "H", "H"],
  "coordinates": [[0.23084, -0.93451, 0.13491], [-2.70092, -1.57134, 3.61760], [-3.64768, -1.64064, 4.38578], [-2.44278, -0.54104, 2.77852], [-1.74272, -2.57756, 3.53410], [-3.12197, 0.19578, 2.75281], [-1.67401, -0.58169, 2.12369], [-1.83165, -3.28397, 4.24032], [-1.41666, -2.84947, 2.62081], [2.58492, 1.95968, -2.85752], [3.17238, 2.53897, -1.96745], [1.80503, 0.85797, -2.70748], [2.69194, 2.37473, -4.18499], [1.42541, 0.35832, -3.49084], [1.64197, 0.42556, -1.80437], [2.05798, 1.94414, -4.83605], [2.96790, 3.32509, -4.33985]],
  "forces_ev_per_angstrom": [[-0.0944, -0.1006, 0.0325], [0.4933, -0.5695, -0.4302], [-0.0630, 0.3527, 0.3243], [-0.4447, -0.0249, 0.3170], [-0.1370, 0.2204, 0.2382], [0.0472, 0.0205, -0.2021], [0.1262, 0.1832, -0.1587], [-0.2026, -0.2300, -0.2116], [0.2781, 0.1038, 0.0301], [-0.0152, -0.1399, -0.3535], [-0.0484, 0.1387, 0.2044], [0.0186, -0.1856, 0.1659], [-0.0465, -0.5075, -0.0016], [0.0163, 0.1315, -0.0051], [0.0705, 0.1821, 0.1521], [0.0099, 0.3675, -0.1340], [-0.0084, 0.0574, 0.0322]],
  "mulliken_charge": [-0.718, 0.566, -0.668, -0.257, -0.400, 0.173, 0.051, 0.205, 0.196, 0.541, -0.625, -0.241, -0.422, 0.118, 0.068, 0.179, 0.234]
}

{
  "formula": "C2H8INiO2",
  "method": "ωB97M-V with the def2-TZVPD basis set",
  "charge": 1,
  "gap_ev": [8.8, 5.7],
  "spin_multiplicity": 3,
  "elements": ["Ni", "I", "C", "O", "H", "H", "H", "H", "C", "O", "H", "H", "H", "H"],
  "coordinates": [[-0.57192, -3.19051, -0.75715], [-0.72606, -5.34442, 0.37991], [-0.97245, -0.59728, -0.71401], [-0.77977, -1.43109, -1.81922], [-1.43262, -1.38277, -0.02248], [-0.04578, -0.08555, -0.47465], [-1.68030, 0.22139, -0.75530], [-0.05548, -0.92331, -2.33791], [1.37662, 1.94243, 0.95063], [0.11445, 2.07975, 1.67167], [1.97107, 2.80040, 1.30525], [1.82358, 1.00217, 1.33649], [1.32418, 2.01720, -0.12394], [-0.34551, 2.89160, 1.36072]],
  "forces_ev_per_angstrom": [[-0.0549, -0.4643, -0.0815], [0.0690, 0.9331, -0.4631], [-0.9768, -0.3901, 2.4316], [2.4626, 0.9299, -3.0031], [0.6725, 1.6778, 0.6796], [0.2358, -0.5541, 0.9508], [-0.6738, -0.2054, -0.7918], [-1.7358, -1.8852, 0.3701], [-0.2088, 0.8317, 2.3069], [-0.2194, 0.1375, -1.3753], [0.3642, -0.5240, -0.3523], [-0.2074, 0.6015, -0.5621], [-0.3259, -0.3135, -0.4663], [0.5986, -0.7749, 0.3565]],
  "mulliken_charge": [0.382, 0.286, -0.271, -0.573, 0.226, 0.304, 0.266, 0.383, -0.555, -0.512, 0.297, 0.208, 0.251, 0.308]
}

{
  "formula": "C2H8KN4O2",
  "method": "ωB97M-V with the def2-TZVPD basis set",
  "charge": 1,
  "gap_ev": 7.2,
  "spin_multiplicity": 1,
  "elements": ["K", "C", "O", "N", "N", "H", "H", "H", "H", "C", "O", "N", "N", "H", "H", "H", "H"],
  "coordinates": [[-14.02940, 4.98953, 3.73392], [-13.52908, -0.72016, 4.79319], [-13.30435, 0.09764, 5.66727], [-14.55818, -1.54229, 4.80106], [-12.81361, -0.88882, 3.79351], [-15.30753, -1.36848, 5.45556], [-14.88928, -1.84665, 3.89671], [-11.89461, -0.48901, 3.91876], [-13.15719, -1.45256, 3.02914], [-19.12771, 10.22088, 1.50002], [-18.20660, 9.56514, 2.06659], [-19.36354, 11.46830, 1.61415], [-20.04144, 9.61626, 0.74600], [-18.69102, 11.97231, 2.17432], [-20.01481, 12.00655, 1.06078], [-20.42677, 10.22723, 0.04007], [-20.11060, 8.60864, 0.74297]],
  "forces_ev_per_angstrom": [[-0.0275, -0.0193, 0.0676], [-2.8704, 1.7321, 4.8968], [0.3629, 0.7907, 1.1149], [-3.7683, -1.8319, 0.4002], [4.9883, -0.2242, -5.8187], [0.2381, 0.0938, -0.0018], [-0.0781, -0.3084, 0.2964], [0.0383, -0.2273, -1.0201], [1.0663, 0.0582, 0.0505], [2.4348, -5.5090, 1.2184], [-1.4104, 1.5399, -0.5344], [0.7677, 5.4315, 1.2680], [-1.2792, -0.8839, -1.4306], [-0.1685, 0.2192, -0.2457], [0.0762, -0.3377, 0.2882], [-0.5372, -0.9660, -0.1060], [0.1669, 0.4422, -0.4438]],
  "mulliken_charge": [0.998, 0.609, -0.686, -0.452, -0.340, 0.243, 0.196, 0.244, 0.187, 0.651, -0.696, -0.364, -0.399, 0.228, 0.189, 0.186, 0.206]
}

{
  "formula": "C2H8N",
  "method": "ωB97M-V with the def2-TZVPD basis set",
  "charge": 1,
  "gap_ev": 10.3,
  "spin_multiplicity": 1,
  "elements": ["C", "C", "H", "H", "H", "H", "N", "H", "H", "H", "H"],
  "coordinates": [[-0.92038, 0.02830, -1.43221], [-1.59302, -0.46316, -0.39030], [-0.33424, -0.62552, -2.08808], [-0.93479, 1.09986, -1.66195], [-1.57861, -1.53472, -0.16057], [-2.17917, 0.19065, 0.26557], [1.50804, 0.26091, 1.09351], [1.37374, 1.11528, 1.66750], [1.63150, -0.55930, 1.71756], [2.35110, 0.37290, 0.49839], [0.67584, 0.11480, 0.49057]],
  "forces_ev_per_angstrom": [[0.3310, 0.0875, 0.1142], [0.2209, 0.0067, 0.2855], [-0.2999, 0.2794, 0.1551], [-0.0512, -0.4344, -0.0221], [-0.1294, 0.4049, -0.1091], [0.1189, -0.3112, -0.2855], [0.4020, 0.0710, 0.2930], [0.0993, -0.5392, -0.3536], [-0.0641, 0.5214, -0.3842], [-0.5194, -0.0682, 0.3860], [-0.1080, -0.0179, -0.0794]],
  "mulliken_charge": [-0.587, -0.583, 0.312, 0.312, 0.311, 0.313, -0.500, 0.404, 0.401, 0.405, 0.211]
}

{
  "formula": "C2H8N2",
  "method": "ωB97M-V with the def2-TZVPD basis set",
  "charge": 0,
  "gap_ev": 9.5,
  "spin_multiplicity": 1,
  "elements": ["C", "H", "H", "H", "H", "N", "C", "N", "H", "H", "H", "H"],
  "coordinates": [[-3.97940, -2.39572, -2.16815], [-4.10346, -1.63293, -1.45590], [-3.45881, -3.35319, -1.68920], [-5.07739, -2.77528, -2.39562], [-3.28799, -2.13280, -3.01058], [3.14806, 2.31230, 2.34913], [2.93797, 1.71823, 1.13598], [1.84654, 1.01705, 0.95806], [4.12939, 2.57683, 2.77059], [2.28736, 2.56143, 2.88488], [3.43963, 1.94382, 0.16043], [2.11810, 0.16025, 0.46039]],
  "forces_ev_per_angstrom": [[-0.3199, -4.0463, -0.4828], [0.2763, 1.0126, 0.8973], [-1.0907, 2.1390, -0.6498], [2.4166, 0.8979, -0.2744], [-1.2819, -0.0032, 0.5098], [1.8194, 1.9902, 1.3102], [-2.2553, -1.0686, -0.9889], [1.5813, -0.3790, 1.6574], [-3.0609, -0.4132, -1.7415], [1.3319, -0.8045, -0.4551], [1.3013, -0.3258, 1.4818], [-0.7182, 1.0008, -1.2641]],
  "mulliken_charge": [-0.824, 0.232, 0.190, 0.194, 0.208, -0.492, 0.136, -0.661, 0.234, 0.260, 0.297, 0.226]
}

{
  "formula": "C2H8N2",
  "method": "ωB97M-V with the def2-TZVPD basis set",
  "charge": 0,
  "gap_ev": 10.0,
  "spin_multiplicity": 1,
  "elements": ["N", "C", "C", "N", "H", "H", "H", "H", "H", "H", "H", "H"],
  "coordinates": [[-0.53773, -1.69985, -1.02683], [-0.71481, -0.33297, -0.05069], [0.63094, 0.36932, -0.15206], [0.94500, 1.02550, 1.15161], [-1.39393, -2.25564, -0.62350], [-0.99777, -0.58575, -1.29563], [-1.58321, 0.45440, -0.16215], [-0.78524, -0.87957, 0.89183], [0.59197, 1.14581, -0.94180], [1.46486, -0.36451, -0.49980], [1.98585, 1.25273, 1.42363], [0.39406, 1.87053, 1.28539]],
  "forces_ev_per_angstrom": [[-3.3569, 2.8893, 0.4506], [1.0795, -0.1472, 2.3657], [1.8001, 0.5599, -0.0393], [2.0991, 0.1553, 0.6992], [1.6110, 1.3369, -1.3588], [0.0731, -4.0171, -2.0193], [1.1602, -1.5578, 0.1130], [-0.2943, 0.9735, 0.1612], [-0.0330, -0.3923, 0.0519], [-1.5858, 1.1417, 1.0229], [-2.8444, -0.7355, -1.3381], [0.2914, -0.2068, -0.1091]],
  "mulliken_charge": [-0.618, -0.530, -0.437, -0.609, 0.234, 0.243, 0.271, 0.411, 0.236, 0.377, 0.220, 0.203]
}

{
  "formula": "C2H8N2O",
  "method": "ωB97M-V with the def2-TZVPD basis set",
  "charge": -1,
  "gap_ev": [3.0, 8.7],
  "spin_multiplicity": 2,
  "elements": ["C", "O", "H", "H", "H", "N", "C", "N", "H", "H", "H", "H", "H"],
  "coordinates": [[-0.51441, -1.68551, 1.58075], [0.44096, -0.64803, 1.47539], [-0.33608, -2.23459, 2.51813], [-0.42210, -2.51364, 0.87876], [-1.48849, -1.24828, 1.49048], [0.97064, 0.13152, -0.89746], [0.15020, 1.01546, -1.56444], [-0.85052, 1.56919, -0.82991], [0.77762, -0.72276, 0.60374], [1.44793, -0.57734, -1.58609], [0.18073, 1.03684, -2.61674], [-0.96651, 1.30632, 0.19197], [-1.37638, 2.25300, -1.28967]],
  "forces_ev_per_angstrom": [[0.9079, -0.3911, 0.8566], [-0.8471, -1.1499, 2.3860], [-0.5507, 0.4584, 0.2991], [0.1732, 0.3198, -0.7663], [-0.8909, -0.1272, 0.2292], [-0.6967, 0.3992, -3.6908], [1.8540, -4.0090, 4.2675], [1.4147, -1.2295, 1.0348], [0.8107, 1.0471, -2.1069], [-0.8980, 2.1691, 0.9297], [-0.3918, 0.6332, -0.9616], [0.3484, 0.5641, -2.0605], [-1.2337, 1.3159, -0.4169]],
  "mulliken_charge": [-1.081, -0.243, 0.234, 0.316, 0.349, 0.052, -2.913, -0.509, 0.311, 0.213, 0.702, 0.346, 1.223]
}

{
  "formula": "C2H8N2O",
  "method": "ωB97M-V with the def2-TZVPD basis set",
  "charge": 0,
  "gap_ev": 9.0,
  "spin_multiplicity": 1,
  "elements": ["C", "C", "N", "N", "H", "H", "H", "H", "H", "H", "H", "H", "O"],
  "coordinates": [[-0.60879, -0.90060, -0.08356], [-0.91084, 0.21252, 0.58095], [-1.18895, 1.46030, -0.05610], [-0.02090, -2.04237, 0.48514], [-0.54872, -0.84006, -1.16928], [-0.86063, 0.24941, 1.65994], [-1.95791, 1.91666, 0.44028], [-1.60362, 1.31213, -0.96981], [0.42486, -1.98753, 1.38480], [-0.52555, -2.90870, 0.40325], [2.12006, 1.50216, -1.52945], [1.52915, 0.75826, -0.36462], [2.38085, 0.99083, -0.75470]],
  "forces_ev_per_angstrom": [[0.6846, 0.4283, 0.2345], [-0.0098, 0.1047, -0.3910], [-0.9724, -0.0439, 0.3930], [0.1213, -0.5758, -0.1089], [-0.3618, -0.2594, -0.0312], [-0.0179, 0.0243, 0.1170], [0.5047, 0.0818, 0.1204], [0.3885, -0.1763, -0.2639], [-0.1729, 0.4167, 0.0844], [-0.1161, -0.0039, -0.1832], [0.1685, 0.0074, 0.0615], [0.0229, -0.0790, 0.1402], [-0.2395, 0.0751, -0.1729]],
  "mulliken_charge": [-0.080, -0.406, -0.522, -0.434, 0.251, 0.270, 0.256, 0.240, 0.203, 0.208, 0.312, 0.374, -0.672]
}

{
  "formula": "C2H8N2O",
  "method": "ωB97M-V with the def2-TZVPD basis set",
  "charge": 0,
  "gap_ev": 8.7,
  "spin_multiplicity": 1,
  "elements": ["C", "N", "C", "N", "H", "H", "H", "H", "H", "H", "H", "H", "O"],
  "coordinates": [[-1.10897, -1.69576, 0.36094], [0.27416, 0.56444, -1.29773], [0.66189, -0.56690, -0.63671], [0.17880, -1.05510, 0.46728], [-0.97679, -2.79865, 0.38666], [-1.66037, -1.64512, -0.60178], [-1.85790, -1.45738, 1.13097], [-0.29694, 1.22355, -0.80950], [0.91827, 1.01162, -1.92303], [1.76436, -0.72736, -0.83935], [0.17341, 1.24350, 1.07313], [0.39198, 2.46316, 1.84427], [0.16461, 2.19905, 0.89961]],
  "forces_ev_per_angstrom": [[-1.7542, -1.0154, -0.0390], [-0.6603, -1.0436, -0.6367], [2.6144, 2.2667, 2.0863], [-0.0071, -0.9881, -2.2466], [0.1975, 0.4138, 0.5482], [0.4077, 0.8659, 0.1536], [0.4541, 0.1405, 0.0243], [-0.6381, -0.0040, -0.0184], [0.1969, -0.2760, -0.1548], [-0.8400, -0.3307, -0.1226], [-0.0613, -0.3245, -0.4487], [-0.4826, 0.2186, -1.8431], [0.5732, 0.0767, 2.6976]],
  "mulliken_charge": [-0.756, -0.452, 0.032, -0.465, 0.277, 0.295, 0.278, 0.278, 0.258, 0.265, 0.319, 0.324, -0.653]
}

{
  "formula": "C2H8N2O",
  "method": "ωB97M-V with the def2-TZVPD basis set",
  "charge": 0,
  "gap_ev": 8.4,
  "spin_multiplicity": 1,
  "elements": ["C", "C", "N", "N", "O", "H", "H", "H", "H", "H", "H", "H", "H"],
  "coordinates": [[-0.34759, 0.63411, -0.01246], [1.63136, 0.74331, -0.30572], [0.04347, -0.54202, -0.62523], [-0.15487, -1.53765, 0.19848], [-2.14068, -0.06187, 0.71213], [-2.80120, -0.22127, 0.02607], [0.02766, -2.44254, -0.21269], [-1.05663, -1.29662, 0.74340], [-0.61685, 1.44044, -0.67598], [-0.30786, 0.79596, 1.05434], [2.16196, -0.01898, 0.25181], [1.90972, 0.79788, -1.35062], [1.65152, 1.70926, 0.19648]],
  "forces_ev_per_angstrom": [[0.5177, -0.1469, -0.0691], [-0.6660, -0.2083, 0.0697], [-0.0611, 0.1373, 0.1929], [0.0776, 0.1976, -0.0037], [0.0872, 0.0092, -0.1896], [0.0360, -0.0101, 0.1026], [-0.0183, 0.1129, 0.0196], [0.1039, 0.0508, -0.1119], [0.0076, -0.0133, -0.0184], [-0.0196, -0.0795, 0.0121], [-0.0285, 0.0057, -0.0184], [-0.0197, -0.0109, 0.0343], [-0.0169, -0.0446, -0.0200]],
  "mulliken_charge": [-0.274, -0.878, -0.098, -0.387, -0.916, 0.229, 0.235, 0.405, 0.342, 0.354, 0.336, 0.324, 0.327]
}

Number 1: total energy -20365.0596 eV. Number 2: total energy -55433.0549 eV. Number 3: total energy -28579.4439 eV. Number 4: total energy -3686.2181 eV. Number 5: total energy -5181.7056 eV. Number 6: total energy -5179.6805 eV. Number 7: total energy -7228.7324 eV. Number 8: total energy -7230.6404 eV. Number 9: total energy -7229.5209 eV. Number 10: total energy -7225.9909 eV.